Below is one molecule with the formula C2Cl2FNS, with properties calculated with the ωB97M-V functional and the def2-TZVPD basis.

As for the HOMO energy: -0.3793 hartree. The frontier orbital gap comes out at 0.335 Eh. The SMILES is N#CSC(F)(Cl)Cl. As for the molar mass: 160.0 g mol⁻¹. The value obtained for the largest force on an atom is 2.4 eV/A. The LUMO energy comes out at -0.0444 Eh. As for the spin multiplicity: 1. As for the energy above the lowest of the compared OMol25 structures with the same formula, charge and spin: 8.02 kcal per mole.

Each line ends with the Mulliken charge.
CARTESIAN COORDINATES (ANGSTROEM)
1 Cl -2.35042 0.57126 -0.76096  -0.074
2 Cl -0.39607 -1.61382 -0.12344  -0.080
3 S 0.64690 1.39171 0.07401  -0.107
4 F -1.27180 -0.01279 1.44916  -0.145
5 N 2.55779 -0.58626 -0.50977  -0.365
6 C -0.98027 -0.00202 0.14656  0.350
7 C 1.79388 0.25191 -0.27557  0.421

Force components x, y, z for each atom (eV/Å):
0.5 -0.2 -0.1
-0.3 0.1 -1.0
-2.2 -1.0 -0.1
-0.5 0.8 0.4
-0.2 0.5 0.1
1.7 0.5 0.9
0.9 -0.8 -0.2